Computed, not measured: 9 unconnected molecules or ions with the total composition C6H30N12O9 at a distorted geometry, with ωB97M-V/def2-TZVPD.

Computed properties:
orbital gap = 8.74 eV
structure (SMILES) = NC(N)=O.NC(N)=O.NC(N)=O.NC(N)=O.NC(N)=O.NC(N)=O.O.O.O
HOMO level = -0.3383 hartree
LUMO energy = -0.017 Ha

The geometry in ORCA input format:
```
! wB97M-V def2-TZVPD RIJCOSX def2/J DEFGRID3
* xyz 0 1
N -4.145 0.432 1.758
C -3.087 -0.422 1.981
N -3.115 -1.100 3.149
O -2.186 -0.564 1.154
H -4.834 0.487 2.489
H -3.881 1.279 1.284
H -3.916 -1.008 3.751
H -2.538 -1.907 3.324
N -0.582 3.342 2.393
C 0.447 2.485 2.668
N 0.082 1.165 2.679
O 1.581 2.887 2.861
H -1.462 2.987 2.065
H -0.385 4.312 2.231
H 0.752 0.477 2.975
H -0.654 0.929 2.035
N -2.663 -3.745 -0.153
C -2.661 -3.237 -1.420
N -2.810 -1.870 -1.464
O -2.429 -3.912 -2.404
H -2.921 -3.201 0.651
H -2.681 -4.743 -0.048
H -2.910 -1.377 -0.592
H -2.636 -1.387 -2.322
N 2.785 -0.577 -2.650
C 3.365 -0.520 -3.885
N 2.954 0.522 -4.666
O 4.152 -1.373 -4.262
H 2.992 -1.406 -2.124
H 1.969 -0.019 -2.444
H 3.374 0.573 -5.575
H 2.528 1.340 -4.255
N 1.381 -1.833 3.163
C 0.645 -2.991 3.208
N -0.159 -3.162 2.099
O 0.623 -3.765 4.145
H 2.028 -1.679 3.917
H 1.676 -1.440 2.277
H -0.717 -3.994 2.115
H -0.175 -2.441 1.405
N 1.968 4.864 -2.333
C 1.479 3.596 -2.473
N 0.994 3.052 -1.318
O 1.477 3.004 -3.543
H 2.184 5.359 -3.178
H 1.912 5.326 -1.445
H 0.895 3.542 -0.447
H 0.470 2.198 -1.416
O 0.122 0.662 -2.672
H -0.171 -0.211 -2.967
H -0.015 1.241 -3.435
O 0.400 -0.508 -0.112
H 0.168 0.030 -0.877
H -0.440 -0.855 0.216
O 2.996 -0.580 1.078
H 2.229 -0.455 0.500
H 3.546 0.191 0.908
*
```

---

Computed, not measured: 2 unconnected molecules or ions with the total composition C4H6O2, with ωB97M-V/def2-TZVPD.

Computed properties:
orbital gap = 10.31 eV
structure (SMILES) = C=C1CO1.C=O
HOMO level = -0.3461 hartree
LUMO energy = 0.033 Ha

The geometry in ORCA input format:
```
! wB97M-V def2-TZVPD RIJCOSX def2/J DEFGRID3
* xyz 0 1
C -0.955 1.317 -0.388
C 0.244 1.025 0.099
C 1.583 0.489 0.090
O 0.936 1.093 1.257
H -1.147 1.136 -1.438
H -1.731 1.756 0.233
H 2.400 1.061 -0.339
H 1.734 -0.588 0.167
C -0.772 -1.818 0.084
O 0.257 -2.117 -0.473
H -0.792 -1.393 1.108
H -1.756 -1.961 -0.402
*
```

---

Computed, not measured: a molecular structure, C35H58Br16ClN5OS at a distorted geometry, with ωB97M-V/def2-TZVPD.

Computed properties:
orbital gap = 7.53 eV
HOMO level = -0.2662 hartree
LUMO energy = 0.010 Ha

The geometry in ORCA input format:
```
! wB97M-V def2-TZVPD RIJCOSX def2/J DEFGRID3
* xyz 0 1
C 3.927 -4.936 0.161
C 3.459 -3.361 0.155
C 2.877 -2.853 -1.327
Cl 3.991 -1.635 -2.167
C 1.330 -2.355 -1.116
C 0.167 -3.222 -1.948
C -1.447 -2.917 -1.847
C -1.912 -1.692 -0.851
C -0.751 -0.805 -0.035
C 0.865 -1.088 -0.131
C 1.969 -0.213 0.718
C 1.899 -0.479 2.363
N 1.204 0.717 3.045
N 3.347 -0.433 2.898
N 1.294 -1.815 2.732
S -1.499 0.561 1.076
C -2.962 -0.380 1.871
C -3.302 -0.270 3.470
C -4.568 -1.188 4.022
C -5.426 -2.133 2.943
O -6.546 -2.981 3.417
C -5.072 -2.227 1.330
C -3.803 -1.333 0.783
N -3.387 -1.397 -0.696
C -3.824 -0.161 -1.451
N -5.060 0.430 -0.754
C -4.962 1.932 -0.619
H 3.055 -5.692 0.369
H 4.430 -5.277 -0.855
H 4.736 -5.116 1.019
H 4.351 -2.645 0.472
H 2.554 -3.282 0.917
H 2.863 -3.841 -1.997
H 0.504 -4.111 -2.639
H -2.297 -3.523 -2.387
H 3.046 -0.566 0.378
H 1.830 0.910 0.421
H 1.632 1.597 2.684
H 1.252 0.636 4.083
H 3.824 -1.348 2.745
H 3.268 -0.194 3.914
H 0.520 -1.734 3.428
H 1.991 -2.460 3.169
H -2.630 0.412 4.183
H -4.873 -1.209 5.163
H -6.805 -3.558 2.615
H -5.641 -2.911 0.560
H -4.101 -0.407 -2.586
H -3.015 0.683 -1.494
H -5.933 0.202 -1.279
H -4.716 2.496 -1.637
H -5.984 2.415 -0.236
H -4.169 2.215 0.225
Br 2.635 -3.986 5.281
C 1.016 -4.980 5.725
C -0.121 -4.616 4.798
Br -0.889 -2.887 5.269
H 0.799 -4.784 6.777
H 1.289 -6.034 5.604
H -0.944 -5.330 4.900
H 0.177 -4.558 3.747
Br 9.576 -4.750 -1.358
C 9.356 -5.320 0.495
C 7.895 -5.414 0.868
Br 7.129 -3.647 1.176
H 9.919 -4.616 1.114
H 9.832 -6.304 0.548
H 7.774 -5.946 1.817
H 7.282 -5.899 0.104
Br 2.950 3.451 1.374
C 3.709 3.471 3.170
C 5.003 4.250 3.209
Br 6.473 3.216 2.451
H 3.819 2.429 3.482
H 2.950 3.953 3.794
H 5.300 4.451 4.243
H 4.958 5.194 2.658
Br 4.259 -5.712 -3.638
C 2.806 -6.943 -3.216
C 1.747 -6.930 -4.293
Br 0.623 -5.341 -4.158
H 2.427 -6.664 -2.229
H 3.280 -7.929 -3.153
H 1.062 -7.774 -4.170
H 2.158 -6.945 -5.306
Br -8.676 1.069 -1.777
C -9.446 1.748 -0.119
C -8.780 1.128 1.088
Br -9.407 -0.695 1.381
H -10.522 1.561 -0.166
H -9.268 2.828 -0.145
H -9.049 1.672 1.998
H -7.690 1.082 1.006
Br 4.470 7.646 -1.087
C 2.637 7.073 -0.741
C 2.040 7.825 0.426
Br 2.718 7.146 2.124
H 2.663 5.991 -0.594
H 2.092 7.297 -1.663
H 0.958 7.671 0.470
H 2.249 8.898 0.404
Br 4.718 10.712 -3.872
C 4.448 9.240 -5.124
C 2.986 9.073 -5.465
Br 2.018 8.199 -4.015
H 4.894 8.350 -4.672
H 5.023 9.516 -6.014
H 2.865 8.411 -6.327
H 2.476 10.020 -5.664
Br -8.923 2.340 -6.435
C -8.769 3.815 -5.167
C -7.406 4.463 -5.244
Br -6.056 3.374 -4.351
H -9.005 3.413 -4.179
H -9.550 4.524 -5.461
H -7.403 5.417 -4.708
H -7.060 4.626 -6.268
*
```

---

Computed, not measured: C3H7NO in the gas phase at a distorted geometry, with ωB97M-V/def2-TZVPD.

Computed properties:
orbital gap = 8.88 eV
structure (SMILES) = C=CN(C)O
HOMO level = -0.2917 hartree
LUMO energy = 0.035 Ha

The geometry in ORCA input format:
```
! wB97M-V def2-TZVPD RIJCOSX def2/J DEFGRID3
* xyz 0 1
C 0.263 -1.277 1.357
C 0.254 0.015 1.010
N -0.205 0.596 -0.151
C -0.168 -0.064 -1.453
O -0.018 1.974 -0.277
H -0.136 -2.047 0.709
H 0.659 -1.583 2.319
H 0.639 0.749 1.715
H -0.749 0.508 -2.185
H -0.600 -1.068 -1.405
H 0.863 -0.138 -1.813
H -0.803 2.336 0.174
*
```

---

Please write out number 4 again, unchanged.
Computed, not measured: C3H7NO in the gas phase at a distorted geometry, with ωB97M-V/def2-TZVPD.

Computed properties:
orbital gap = 8.88 eV
structure (SMILES) = C=CN(C)O
HOMO level = -0.2917 hartree
LUMO energy = 0.035 Ha

The geometry in ORCA input format:
```
! wB97M-V def2-TZVPD RIJCOSX def2/J DEFGRID3
* xyz 0 1
C 0.263 -1.277 1.357
C 0.254 0.015 1.010
N -0.205 0.596 -0.151
C -0.168 -0.064 -1.453
O -0.018 1.974 -0.277
H -0.136 -2.047 0.709
H 0.659 -1.583 2.319
H 0.639 0.749 1.715
H -0.749 0.508 -2.185
H -0.600 -1.068 -1.405
H 0.863 -0.138 -1.813
H -0.803 2.336 0.174
*
```

---

Repeat the second record exactly.
Computed, not measured: 2 unconnected molecules or ions with the total composition C4H6O2, with ωB97M-V/def2-TZVPD.

Computed properties:
orbital gap = 10.31 eV
structure (SMILES) = C=C1CO1.C=O
HOMO level = -0.3461 hartree
LUMO energy = 0.033 Ha

The geometry in ORCA input format:
```
! wB97M-V def2-TZVPD RIJCOSX def2/J DEFGRID3
* xyz 0 1
C -0.955 1.317 -0.388
C 0.244 1.025 0.099
C 1.583 0.489 0.090
O 0.936 1.093 1.257
H -1.147 1.136 -1.438
H -1.731 1.756 0.233
H 2.400 1.061 -0.339
H 1.734 -0.588 0.167
C -0.772 -1.818 0.084
O 0.257 -2.117 -0.473
H -0.792 -1.393 1.108
H -1.756 -1.961 -0.402
*
```

---

Question: Which value of orbital gap does entry 3 give?
Answer: 7.53 eV